{"formula": "C44H122N10O12", "method": "ωB97M-V/def2-TZVPD", "homo_ev": -8.19, "e_lumo_ev": 0.33, "e_tot_ha": -3199.79174, "smiles": "COC[C@H](C)N.COC[C@H](C)N.COC[C@H](C)N.COC[C@H](C)N.COC[C@H](C)N.COC[C@H](C)N.COC[C@H](C)N.COC[C@H](C)N.COC[C@H](C)N.COC[C@H](C)N.CCO.CCO", "elements": ["C", "O", "C", "C", "C", "N", "H", "H", "H", "H", "H", "H", "H", "H", "H", "H", "H", "C", "O", "C", "C", "C", "N", "H", "H", "H", "H", "H", "H", "H", "H", "H", "H", "H", "C", "O", "C", "C", "C", "N", "H", "H", "H", "H", "H", "H", "H", "H", "H", "H", "H", "C", "O", "C", "C", "C", "N", "H", "H", "H", "H", "H", "H", "H", "H", "H", "H", "H", "C", "O", "C", "C", "C", "N", "H", "H", "H", "H", "H", "H", "H", "H", "H", "H", "H", "C", "O", "C", "C", "C", "N", "H", "H", "H", "H", "H", "H", "H", "H", "H", "H", "H", "C", "O", "C", "C", "C", "N", "H", "H", "H", "H", "H", "H", "H", "H", "H", "H", "H", "C", "O", "C", "C", "C", "N", "H", "H", "H", "H", "H", "H", "H", "H", "H", "H", "H", "C", "O", "C", "C", "C", "N", "H", "H", "H", "H", "H", "H", "H", "H", "H", "H", "H", "C", "O", "C", "C", "C", "N", "H", "H", "H", "H", "H", "H", "H", "H", "H", "H", "H", "C", "C", "O", "H", "H", "H", "H", "H", "H", "C", "C", "O", "H", "H", "H", "H", "H", "H"], "xyz": [[6.3269, 3.4418, -0.4300], [5.0512, 3.0189, -0.0699], [4.9755, 2.2015, 1.0974], [3.5950, 2.1602, 1.5798], [2.9847, 3.5208, 1.9092], [3.4715, 1.2178, 2.6724], [7.0289, 2.6108, -0.4992], [6.7148, 4.1634, 0.2890], [6.3673, 3.8553, -1.4377], [5.4453, 1.2467, 0.8612], [5.5814, 2.6433, 1.8884], [2.9539, 1.6684, 0.8483], [3.5725, 3.9991, 2.6927], [1.9817, 3.4540, 2.3308], [2.9873, 4.1886, 1.0478], [2.4831, 1.0614, 2.8090], [3.9550, 0.4207, 2.2838], [-4.0329, -5.6452, -3.3268], [-3.4085, -4.9914, -2.2105], [-1.9909, -5.0816, -2.0436], [-1.7207, -4.4091, -0.6763], [-2.0007, -2.9074, -0.7395], [-0.3300, -4.5967, -0.2317], [-5.0930, -5.3944, -3.3651], [-4.0461, -6.7311, -3.2343], [-3.5109, -5.3448, -4.2353], [-1.6238, -6.1077, -2.0660], [-1.5064, -4.6336, -2.9112], [-2.3379, -4.8402, 0.1119], [-1.7756, -2.3960, 0.1964], [-3.0299, -2.6723, -1.0107], [-1.4150, -2.5372, -1.5809], [0.2574, -4.2555, -0.9791], [-0.1118, -5.5811, -0.2909], [3.9656, -4.4688, 3.9609], [3.3792, -3.3973, 3.2559], [1.9077, -3.5620, 3.2282], [1.3147, -2.3864, 2.5025], [-0.2010, -2.3120, 2.7585], [1.4158, -2.4987, 1.0698], [5.0482, -4.3429, 3.9678], [3.6997, -5.4838, 3.6656], [3.7478, -4.4290, 5.0281], [1.5980, -4.4976, 2.7626], [1.6004, -3.5300, 4.2735], [1.8777, -1.4941, 2.7760], [-0.6142, -1.4253, 2.2778], [-0.3723, -2.1343, 3.8202], [-0.6946, -3.2008, 2.3655], [1.1181, -3.3722, 0.6594], [0.9431, -1.7138, 0.6450], [-4.6055, 0.6929, 2.4478], [-4.9989, -0.5929, 2.9545], [-4.4414, -0.8485, 4.2399], [-4.7354, -2.3361, 4.6669], [-6.2115, -2.6752, 4.6991], [-4.1539, -2.4488, 5.9926], [-5.0703, 0.9202, 1.4885], [-3.5262, 0.7012, 2.2955], [-4.8399, 1.4894, 3.1540], [-3.3648, -0.7172, 4.1310], [-4.8686, -0.1257, 4.9349], [-4.1278, -3.0576, 4.1208], [-6.6238, -2.7178, 3.6910], [-6.6837, -1.8450, 5.2243], [-6.4474, -3.6614, 5.0989], [-4.4383, -1.5872, 6.4363], [-3.1466, -2.4453, 5.9195], [-0.6714, -3.5998, -5.8253], [0.1185, -2.8859, -4.8761], [1.0586, -3.8430, -4.3707], [1.9478, -3.3085, -3.2489], [3.0788, -4.3187, -2.8678], [1.2159, -3.0510, -2.0660], [-1.3467, -2.8783, -6.2853], [-1.3445, -4.2531, -5.2700], [-0.2883, -4.1674, -6.6733], [0.6174, -4.7960, -4.0788], [1.7593, -4.0536, -5.1787], [2.3667, -2.3981, -3.6777], [3.6997, -4.7619, -3.6463], [2.7041, -5.1919, -2.3337], [3.7038, -3.9053, -2.0762], [0.4863, -2.3902, -2.2922], [1.7836, -2.5560, -1.3930], [2.2245, 2.8609, 7.6081], [1.3447, 1.9524, 7.0001], [1.6714, 1.7321, 5.6485], [0.7671, 0.6288, 5.1002], [-0.7431, 0.8624, 5.0338], [0.9382, -0.6149, 5.7230], [2.1640, 3.7929, 7.0461], [3.2214, 2.4282, 7.5240], [1.9165, 3.0970, 8.6267], [1.5149, 2.6564, 5.0925], [2.7289, 1.4842, 5.5569], [0.9973, 0.4739, 4.0461], [-1.2863, 1.1932, 5.9190], [-1.3362, 0.0273, 4.6610], [-0.8658, 1.7052, 4.3535], [1.9099, -0.8903, 5.7345], [0.8139, -0.4032, 6.7027], [-2.6764, 0.8147, -6.8122], [-2.1108, 0.8037, -5.5110], [-0.7250, 0.6876, -5.6507], [-0.0976, 0.5246, -4.2695], [1.4025, 0.3402, -4.2531], [-0.6904, -0.5215, -3.4744], [-2.0638, 1.3928, -7.5039], [-3.6792, 1.2292, -6.7087], [-2.7853, -0.2150, -7.1529], [-0.4867, -0.1464, -6.3108], [-0.4055, 1.6052, -6.1447], [-0.2224, 1.4562, -3.7176], [1.8819, 0.2650, -3.2770], [1.9472, 1.1223, -4.7820], [1.6794, -0.5764, -4.7740], [-1.6884, -0.3965, -3.5660], [-0.5216, -1.3963, -3.9502], [6.9949, -2.8355, -1.8027], [6.9202, -1.5549, -1.2063], [6.2848, -1.4741, 0.0957], [4.7405, -1.5969, -0.0575], [4.0692, -0.6234, -0.9858], [4.1555, -1.4632, 1.2807], [7.5304, -2.7739, -2.7501], [6.0437, -3.2671, -2.1141], [7.4539, -3.5673, -1.1379], [6.6125, -2.3207, 0.6989], [6.5992, -0.5608, 0.6007], [4.4586, -2.5950, -0.3930], [4.1083, 0.3971, -0.6050], [2.9998, -0.8224, -1.0557], [4.4747, -0.7463, -1.9901], [4.3783, -2.2320, 1.8966], [3.1939, -1.6700, 1.0512], [-4.4411, 0.1836, -1.0403], [-3.7745, 1.2953, -1.6357], [-4.4809, 1.8245, -2.8164], [-3.9343, 3.1928, -3.2816], [-4.6309, 3.6527, -4.5516], [-2.5007, 2.9622, -3.5842], [-5.4826, 0.3458, -0.7628], [-3.8109, -0.2712, -0.2761], [-4.5169, -0.6397, -1.7506], [-4.2792, 1.1401, -3.6404], [-5.5526, 1.9060, -2.6351], [-3.9665, 3.9380, -2.4868], [-5.6985, 3.6225, -4.3336], [-4.4664, 3.0032, -5.4114], [-4.3047, 4.6434, -4.8682], [-2.1258, 2.4156, -2.8221], [-2.3949, 2.2906, -4.3311], [-2.1122, 8.0902, 2.0947], [-2.0998, 6.7088, 1.8359], [-3.2342, 6.2086, 1.1332], [-3.1099, 4.6790, 1.0819], [-1.9972, 4.2390, 0.0925], [-4.3453, 4.0564, 0.5873], [-3.0581, 8.3359, 2.5774], [-2.1357, 8.5852, 1.1238], [-1.2241, 8.4247, 2.6308], [-4.1812, 6.5358, 1.5625], [-3.2064, 6.6721, 0.1470], [-2.7747, 4.3327, 2.0595], [-2.1251, 4.5890, -0.9318], [-1.9462, 3.1593, -0.0477], [-1.0149, 4.5849, 0.4143], [-4.9555, 4.0764, 1.3919], [-4.1326, 3.0881, 0.3944], [0.8444, 3.6868, -2.3471], [2.3092, 3.1909, -2.2968], [3.2348, 4.2159, -1.9368], [0.0684, 2.9258, -2.4297], [0.7847, 4.1841, -3.3153], [0.5765, 4.2501, -1.4533], [2.5459, 2.7861, -3.2807], [2.3986, 2.4376, -1.5141], [3.7820, 3.8486, -1.2387], [-0.0368, 1.5038, 0.9032], [-0.6022, 0.5198, -0.1408], [0.4371, -0.1549, -0.8491], [-0.9173, 1.7633, 1.4909], [0.4566, 2.4120, 0.5570], [0.6776, 0.9356, 1.4989], [-1.2372, 1.0706, -0.8346], [-1.2691, -0.2226, 0.2976], [0.0648, -0.3800, -1.7049]]}

{"formula": "C44H123N3O19", "method": "ωB97M-V/def2-TZVPD", "homo_ev": -9.06, "e_lumo_ev": 0.51, "e_tot_ha": -3343.71751, "elements": ["C", "O", "C", "C", "N", "C", "C", "O", "C", "H", "H", "H", "H", "H", "H", "H", "H", "H", "H", "H", "H", "H", "H", "H", "C", "O", "C", "C", "N", "C", "C", "O", "C", "H", "H", "H", "H", "H", "H", "H", "H", "H", "H", "H", "H", "H", "H", "H", "C", "O", "C", "C", "N", "C", "C", "O", "C", "H", "H", "H", "H", "H", "H", "H", "H", "H", "H", "H", "H", "H", "H", "H", "C", "C", "O", "H", "H", "H", "H", "H", "H", "C", "C", "O", "H", "H", "H", "H", "H", "H", "C", "C", "O", "H", "H", "H", "H", "H", "H", "C", "C", "O", "H", "H", "H", "H", "H", "H", "C", "C", "O", "H", "H", "H", "H", "H", "H", "C", "C", "O", "H", "H", "H", "H", "H", "H", "C", "C", "O", "H", "H", "H", "H", "H", "H", "C", "C", "O", "H", "H", "H", "H", "H", "H", "C", "C", "O", "H", "H", "H", "H", "H", "H", "C", "C", "O", "H", "H", "H", "H", "H", "H", "C", "C", "O", "H", "H", "H", "H", "H", "H", "C", "C", "O", "H", "H", "H", "H", "H", "H", "C", "C", "O", "H", "H", "H", "H", "H", "H"], "xyz": [[-1.4705, -13.7231, -23.5490], [-1.9989, -13.1360, -22.3109], [-1.9433, -14.0377, -21.1557], [-2.6649, -13.3985, -19.8884], [-1.7860, -12.4982, -19.0873], [-2.6661, -11.9994, -18.0435], [-2.2501, -10.5517, -17.7801], [-2.5530, -9.6925, -18.8872], [-1.9377, -8.4396, -18.7161], [-2.0978, -14.5680, -23.8332], [-0.4019, -13.9353, -23.5821], [-1.6532, -12.9469, -24.2922], [-0.9037, -14.3133, -20.9783], [-2.3973, -15.0109, -21.3424], [-3.0222, -14.2664, -19.3342], [-3.5108, -12.8442, -20.2951], [-1.6600, -11.6592, -19.6354], [-2.5422, -12.6598, -17.1852], [-3.7311, -11.9727, -18.2739], [-1.2091, -10.5006, -17.4610], [-2.7299, -10.1516, -16.8869], [-0.8813, -8.5475, -18.4700], [-2.4149, -7.9323, -17.8778], [-2.0573, -7.8084, -19.5967], [0.1350, -8.2286, -29.9490], [1.5324, -8.2732, -29.7700], [1.9637, -9.3953, -29.0204], [3.4225, -9.2853, -28.5244], [3.5396, -8.1905, -27.5632], [4.9121, -8.0901, -27.0602], [5.1243, -6.7768, -26.3177], [5.2898, -5.7680, -27.3071], [5.4995, -4.4952, -26.6624], [-0.1249, -7.4867, -30.7041], [-0.4322, -7.9885, -29.0496], [-0.2353, -9.2167, -30.2223], [1.8074, -10.3471, -29.5279], [1.2953, -9.6207, -28.1894], [4.0434, -9.1006, -29.4010], [3.8088, -10.1949, -28.0645], [3.3380, -7.3446, -28.0769], [5.6393, -8.1290, -27.8713], [5.1615, -8.9477, -26.4354], [6.0202, -6.8548, -25.7017], [4.3589, -6.6012, -25.5617], [6.5315, -4.4908, -26.3116], [4.8636, -4.2854, -25.8023], [5.3453, -3.7183, -27.4113], [-1.4081, -9.5774, -22.3994], [-0.3803, -8.8465, -23.1337], [-0.1047, -9.4334, -24.4151], [0.9263, -8.6183, -25.2192], [2.2666, -9.2833, -24.9508], [2.6930, -8.9599, -23.5885], [4.1233, -9.4884, -23.2642], [5.0863, -8.6662, -23.8561], [6.4027, -9.1415, -23.6503], [-1.3405, -9.3688, -21.3317], [-1.2337, -10.6452, -22.5317], [-2.4057, -9.3246, -22.7584], [-1.0064, -9.4115, -25.0272], [0.0804, -10.5075, -24.3996], [0.7616, -7.5734, -24.9560], [0.6730, -8.6492, -26.2789], [2.8673, -8.7909, -25.5964], [1.9842, -9.3124, -22.8392], [2.8382, -7.8799, -23.5650], [4.2646, -10.5259, -23.5668], [4.2855, -9.5072, -22.1864], [6.7417, -9.1042, -22.6150], [7.0985, -8.5465, -24.2418], [6.5614, -10.1703, -23.9736], [5.8662, -12.3684, -26.4150], [6.6519, -13.3817, -25.5512], [7.6893, -12.6230, -24.9993], [6.4976, -11.8679, -27.1491], [5.3615, -11.6041, -25.8241], [5.1297, -12.9254, -26.9942], [6.9865, -14.2677, -26.0910], [6.0116, -13.7673, -24.7579], [8.1951, -13.2766, -24.5108], [5.8918, -8.0945, -19.9646], [5.5259, -9.0941, -18.8856], [4.2129, -8.6751, -18.4011], [6.2346, -7.1728, -19.4945], [5.0459, -7.8439, -20.6047], [6.6794, -8.4801, -20.6120], [6.3378, -8.9928, -18.1654], [5.4723, -10.0856, -19.3353], [3.6103, -9.3911, -18.6151], [6.0431, -12.4967, -21.4207], [7.4907, -12.8962, -21.1456], [7.8546, -12.3213, -19.9026], [5.7626, -11.4435, -21.4214], [5.4349, -12.8530, -20.5893], [5.6179, -12.8594, -22.3565], [8.1398, -12.6582, -21.9883], [7.6010, -13.9785, -21.0778], [8.0953, -11.4001, -20.0252], [9.6463, -8.5600, -22.3059], [9.4918, -10.0064, -21.8199], [8.9643, -9.9088, -20.5286], [8.7425, -7.9949, -22.5339], [10.2611, -8.4597, -23.2004], [10.1715, -8.0107, -21.5245], [10.4552, -10.5127, -21.8809], [8.7702, -10.4840, -22.4828], [9.7241, -9.5703, -20.0492], [-0.1267, -5.8944, -21.4933], [1.2324, -6.5744, -21.1322], [2.0312, -5.6711, -20.3621], [-0.6817, -6.5180, -22.1941], [0.0099, -4.8651, -21.8247], [-0.7182, -5.8379, -20.5794], [1.7625, -6.8166, -22.0534], [1.0969, -7.5118, -20.5927], [1.5305, -5.4813, -19.5653], [6.0233, -5.2303, -22.9644], [4.5215, -5.2417, -22.5224], [4.5509, -4.8969, -21.1450], [6.6229, -5.9655, -22.4278], [6.4580, -4.2551, -22.7450], [6.2346, -5.4083, -24.0188], [3.9939, -6.1842, -22.6688], [3.8613, -4.5965, -23.1021], [3.6744, -5.1228, -20.8252], [1.0431, -5.1985, -26.1867], [0.2737, -5.7874, -27.3724], [-1.0437, -5.4158, -27.2963], [0.5519, -5.0476, -25.2254], [1.3077, -4.1886, -26.5001], [2.0002, -5.7101, -26.0856], [0.3118, -6.8748, -27.3069], [0.7380, -5.3828, -28.2718], [-1.0740, -4.5194, -27.6387], [2.1990, -11.8432, -21.0504], [1.7652, -10.5135, -20.4011], [2.1055, -10.4400, -19.0444], [2.1445, -11.8340, -22.1390], [1.5266, -12.6508, -20.7610], [3.2071, -12.1071, -20.7306], [0.6972, -10.4330, -20.6036], [2.3504, -9.6933, -20.8170], [1.6907, -11.2105, -18.6495], [-2.6356, -12.1348, -27.9317], [-1.2153, -11.5093, -27.7417], [-0.2566, -12.1984, -28.6399], [-3.4322, -11.5143, -27.5213], [-2.5920, -13.0885, -27.4057], [-2.8862, -12.3137, -28.9773], [-0.9290, -11.5049, -26.6900], [-1.2135, -10.4541, -28.0146], [0.6078, -11.9710, -28.2896], [-4.8535, -11.3978, -24.1022], [-4.8914, -12.1030, -22.7243], [-6.1665, -12.1503, -22.2245], [-5.4813, -11.8723, -24.8564], [-3.8122, -11.4155, -24.4240], [-5.0727, -10.3301, -24.1084], [-4.2936, -11.4384, -22.1005], [-4.4532, -13.0997, -22.7755], [-6.5971, -11.2949, -22.2920], [9.1793, -9.4398, -25.8409], [10.4657, -9.5731, -26.5768], [11.4364, -8.9213, -25.7873], [9.2540, -9.9590, -24.8854], [8.4541, -9.9641, -26.4633], [8.8449, -8.4175, -25.6645], [10.3902, -9.2520, -27.6157], [10.7877, -10.6108, -26.6650], [12.2841, -8.8586, -26.2334], [2.2013, -13.8162, -25.9028], [2.1626, -12.4606, -25.3195], [1.8443, -11.5694, -26.3850], [2.3779, -14.5285, -25.0969], [2.9791, -13.8714, -26.6644], [1.2456, -14.0794, -26.3561], [3.1277, -12.2675, -24.8512], [1.5012, -12.3503, -24.4601], [1.9457, -10.6884, -26.0175], [-3.9845, -6.0733, -25.9719], [-3.3927, -7.3835, -25.4269], [-2.4179, -7.8308, -26.3360], [-3.2357, -5.2833, -26.0299], [-4.8001, -5.8011, -25.3020], [-4.4292, -6.2919, -26.9428], [-4.1148, -8.1969, -25.3559], [-2.9430, -7.3006, -24.4375], [-1.9155, -7.0882, -26.6791]]}